Version P
Density functional theory data (ωB97M-V/def2-TZVPD) for a cluster of 5 separate species, C21H31N5O7 in total.

Computed properties:
* HOMO: -8.73 eV
* HOMO-LUMO gap: 7.483 eV
* SMILES: O=[N+]([O-])c1ccccc1.O=[N+]([O-])c1ccccc1.CN(C)C=O.CN(C)C=O.CN(C)C=O

Last column: natural (NBO) charge in e.
Element x y z (Å)
1 O 2.34 -27.37 19.11  -0.36
2 O 0.52 -27.99 18.23  -0.38
3 O -2.52 -17.49 18.86  -0.65
4 O -3.73 -13.11 22.62  -0.58
5 O 0.85 -19.05 18.92  -0.32
6 O -2.50 -20.78 16.03  -0.65
7 O 2.32 -19.67 17.27  -0.42
8 N 1.45 -18.89 17.87  0.48
9 N -2.61 -19.87 13.95  -0.42
10 N -2.87 -15.10 22.94  -0.49
11 N -3.09 -19.61 19.51  -0.47
12 N 1.24 -27.09 18.69  0.49
13 C -1.22 -19.50 14.02  -0.44
14 C -2.40 -18.72 18.77  0.56
15 C 2.02 -24.59 18.19  -0.18
16 C -3.23 -19.52 12.65  -0.34
17 C 1.54 -23.29 17.75  -0.22
18 C 0.21 -22.80 17.47  -0.20
19 C 0.93 -25.68 18.32  0.03
20 C -2.76 -20.96 19.38  -0.42
21 C -0.58 -25.20 18.18  -0.17
22 C 0.67 -15.00 17.30  -0.24
23 C -2.45 -15.25 21.55  -0.42
24 C 0.80 -16.36 17.99  -0.10
25 C 1.28 -17.61 17.15  0.01
26 C -3.15 -20.54 14.99  0.54
27 C 1.53 -17.45 15.60  -0.18
28 C -4.15 -19.21 20.48  -0.41
29 C -0.95 -23.72 17.66  -0.19
30 C 0.88 -14.91 15.89  -0.15
31 C -2.57 -16.19 23.98  -0.43
32 C -3.56 -13.94 23.39  0.54
33 C 1.36 -16.12 14.86  -0.23
34 H -3.37 -14.91 20.80  0.22
35 H 1.47 -15.98 13.74  0.25
36 H -4.77 -20.03 20.70  0.21
37 H -4.06 -20.21 12.50  0.20
38 H -1.69 -21.53 19.35  0.22
39 H -1.91 -16.25 21.30  0.22
40 H -1.41 -25.88 18.21  0.22
41 H -3.67 -13.89 24.51  0.10
42 H -1.85 -15.77 24.78  0.21
43 H -0.60 -18.88 13.27  0.23
44 H -4.52 -18.29 19.98  0.25
45 H -1.73 -19.20 17.74  0.13
46 H -1.73 -14.52 21.38  0.19
47 H -3.27 -21.52 20.04  0.20
48 H 0.30 -14.30 17.95  0.22
49 H 0.94 -13.89 15.54  0.21
50 H 1.53 -18.45 15.07  0.24
51 H -1.91 -23.35 17.44  0.23
52 H -2.80 -19.38 11.93  0.16
53 H -3.99 -18.63 12.74  0.19
54 H 3.02 -25.00 18.16  0.25
55 H -2.33 -17.14 23.19  0.22
56 H -0.14 -21.84 17.22  0.24
57 H 2.34 -22.53 17.41  0.24
58 H -3.55 -16.29 24.40  0.20
59 H -3.10 -21.44 18.29  0.19
60 H -4.28 -20.73 14.88  0.13
61 H -3.62 -19.05 21.45  0.19
62 H -1.04 -19.04 14.96  0.22
63 H -0.59 -20.39 13.91  0.21
64 H 0.62 -16.24 19.07  0.24

Version Q
Density functional theory data (ωB97M-V/def2-TZVPD) for a cluster of 5 separate species, C21H31N5O7 in total.

Computed properties:
* HOMO: -8.23 eV
* HOMO-LUMO gap: 6.667 eV
* SMILES: O=[N+]([O-])c1ccccc1.O=[N+]([O-])c1ccccc1.CN(C)C=O.CN(C)C=O.CN(C)C=O

Last column: natural (NBO) charge in e.
Element x y z (Å)
1 O 10.19 0.74 44.93  -0.65
2 O 7.74 3.59 45.47  -0.42
3 O 9.12 0.11 48.86  -0.29
4 O 8.46 5.40 46.67  -0.32
5 O 8.71 2.12 48.28  -0.47
6 O 6.84 7.77 55.44  -0.67
7 O 14.56 2.73 46.94  -0.62
8 N 5.79 5.92 56.25  -0.41
9 N 7.63 4.52 46.49  0.46
10 N 12.91 3.78 48.17  -0.44
11 N 11.19 2.66 44.57  -0.43
12 N 8.86 1.19 49.22  0.48
13 C 4.49 2.77 48.29  -0.20
14 C 6.04 7.19 56.26  0.50
15 C 11.46 4.09 45.02  -0.44
16 C 10.39 1.90 45.31  0.51
17 C 11.70 3.63 48.89  -0.41
18 C 4.82 5.37 57.27  -0.39
19 C 6.38 5.07 48.66  -0.18
20 C 8.93 1.59 50.58  -0.02
21 C 6.52 4.30 47.40  0.04
22 C 4.40 3.71 49.51  -0.14
23 C 9.32 0.52 51.61  -0.12
24 C 8.20 3.22 52.58  -0.19
25 C 11.65 2.35 43.27  -0.40
26 C 6.33 4.99 55.38  -0.43
27 C 8.83 2.17 53.50  -0.18
28 C 13.41 2.62 47.44  0.52
29 C 13.70 5.02 48.14  -0.41
30 C 9.31 0.95 53.12  -0.23
31 C 8.34 2.89 51.07  -0.16
32 C 5.38 4.74 49.66  -0.26
33 C 5.58 3.04 47.28  -0.13
34 H 11.81 3.64 49.95  0.18
35 H 11.24 4.49 48.75  0.19
36 H 5.54 7.86 56.90  0.14
37 H 6.66 5.43 54.51  0.23
38 H 3.88 5.48 56.87  0.20
39 H 7.92 3.67 50.34  0.26
40 H 4.90 5.96 58.34  0.21
41 H 12.07 4.66 44.46  0.20
42 H 5.17 5.22 50.59  0.22
43 H 11.76 4.33 46.07  0.21
44 H 11.06 2.78 48.68  0.22
45 H 13.00 5.52 48.82  0.20
46 H 6.97 5.97 48.97  0.25
47 H 9.53 -0.46 51.13  0.26
48 H 12.45 3.14 42.90  0.20
49 H 10.02 2.25 46.32  0.15
50 H 3.58 3.58 50.12  0.20
51 H 10.87 2.24 42.55  0.20
52 H 9.79 0.36 53.91  0.24
53 H 12.16 1.37 43.32  0.22
54 H 13.96 5.40 47.19  0.22
55 H 14.72 4.86 48.71  0.21
56 H 8.61 2.30 54.53  0.21
57 H 3.72 2.16 48.30  0.20
58 H 12.76 1.83 47.46  0.14
59 H 7.74 4.07 52.90  0.21
60 H 5.56 2.26 46.46  0.26
61 H 10.43 4.44 45.20  0.22
62 H 5.61 4.22 55.02  0.21
63 H 5.08 4.37 57.39  0.20
64 H 7.28 4.63 55.78  0.20

Most stable to least stable, the ends of the list are version Q and version P.

Version P
Density functional theory data (ωB97M-V/def2-TZVPD) for the molecule C5H12NO.

Computed properties:
* ⟨S²⟩: 0.75
* HOMO (spin up / spin down): -8.94 / -8.94 eV
* HOMO-LUMO gap (spin up / spin down): 9.969 / 7.691 eV
* multiplicity: 2

Last column: natural (NBO) charge in e.
Element x y z (Å)
1 O 0.83 -0.74 2.61  -0.28
2 N -0.51 1.08 -1.41  -0.63
3 C 0.20 0.04 -0.67  -0.03
4 C -1.69 0.61 -2.08  -0.42
5 C -0.57 -0.22 0.65  -0.43
6 C 0.19 -1.24 1.54  -0.13
7 C 1.62 0.51 -0.36  -0.63
8 H -0.65 0.73 1.18  0.23
9 H -0.61 -1.82 2.03  0.24
10 H -1.57 -0.35 -2.60  0.16
11 H 0.13 1.52 -2.05  0.36
12 H -1.54 -0.64 0.36  0.21
13 H 0.77 -1.88 0.86  0.16
14 H 2.12 0.73 -1.29  0.21
15 H 0.22 -0.91 -1.22  0.15
16 H -2.47 0.32 -1.37  0.19
17 H 2.19 -0.36 -0.04  0.21
18 H 1.56 1.28 0.41  0.22
19 H -2.17 1.33 -2.73  0.21

Version Q
Density functional theory data (ωB97M-V/def2-TZVPD) for the molecule C5H12NO.

Computed properties:
* ⟨S²⟩: 0.75
* HOMO (spin up / spin down): -9.28 / -9.24 eV
* HOMO-LUMO gap (spin up / spin down): 10.371 / 7.825 eV
* multiplicity: 2

Last column: natural (NBO) charge in e.
Element x y z (Å)
1 O 3.61 0.41 0.85  -0.29
2 N 1.38 -0.42 0.52  -0.65
3 C 2.77 -0.35 0.07  0.01
4 C -0.92 -0.22 -0.31  -0.22
5 C 0.43 0.45 -0.19  -0.22
6 C -1.89 0.61 -1.15  -0.61
7 C -1.53 -0.46 1.09  -0.62
8 H 0.30 1.43 0.28  0.18
9 H -1.38 0.39 1.75  0.20
10 H -0.85 -1.21 -0.77  0.20
11 H -1.59 0.56 -2.20  0.20
12 H -2.58 -0.72 1.04  0.21
13 H 2.82 0.17 -0.90  0.21
14 H -1.96 1.65 -0.82  0.20
15 H 3.16 -1.36 0.06  0.20
16 H -2.85 0.11 -1.14  0.21
17 H 0.80 0.51 -1.22  0.19
18 H 1.38 -0.20 1.51  0.37
19 H -1.07 -1.36 1.52  0.22

Most stable to least stable, the ends of the list are version Q and version P.

Version P
Density functional theory data (ωB97M-V/def2-TZVPD) for a cluster of 4 separate species, C4H16O3 in total.

Computed properties:
* HOMO: -10.80 eV
* HOMO-LUMO gap: 11.574 eV
* SMILES: CC(C)C.O.O.O

Last column: natural (NBO) charge in e.
Element x y z (Å)
1 O -3.84 0.48 1.71  -0.92
2 O 4.12 1.49 -1.23  -0.92
3 O -3.03 0.29 -4.25  -0.93
4 C 0.28 -0.27 1.28  -0.23
5 C 0.54 0.57 0.08  -0.62
6 C 1.61 -0.95 1.67  -0.61
7 C -0.77 -1.34 0.92  -0.60
8 H 1.77 -1.64 0.81  0.20
9 H -0.92 -2.03 1.85  0.21
10 H 1.02 -0.18 -0.64  0.20
11 H -3.68 1.36 1.43  0.47
12 H 5.00 1.18 -1.14  0.46
13 H -3.36 -0.48 -4.82  0.47
14 H 1.43 -1.58 2.58  0.21
15 H 4.38 2.42 -1.25  0.46
16 H -0.10 0.24 2.24  0.20
17 H -0.14 1.22 -0.37  0.22
18 H -0.28 -1.93 0.07  0.20
19 H -3.42 -0.07 1.15  0.46
20 H 1.26 1.34 0.41  0.21
21 H -2.63 0.83 -4.93  0.46
22 H 2.43 -0.13 1.89  0.22
23 H -1.65 -0.82 0.54  0.19

Version Q
Density functional theory data (ωB97M-V/def2-TZVPD) for a cluster of 4 separate species, C4H16O3 in total.

Computed properties:
* HOMO: -11.40 eV
* HOMO-LUMO gap: 11.850 eV
* SMILES: CCCC.O.O.O

Last column: natural (NBO) charge in e.
Element x y z (Å)
1 O -0.54 0.89 2.90  -0.94
2 O 0.45 -3.55 -1.55  -0.95
3 O -0.25 3.38 0.96  -0.92
4 C -0.65 -0.14 -0.89  -0.38
5 C -1.77 -0.69 -0.04  -0.62
6 C 1.82 0.24 -1.19  -0.63
7 C 0.69 -0.01 -0.21  -0.40
8 H 0.81 -3.58 -0.65  0.47
9 H 2.57 -0.54 -1.35  0.22
10 H 0.53 2.84 0.81  0.46
11 H -0.92 0.84 -1.29  0.20
12 H 1.52 0.47 -2.24  0.21
13 H -0.90 2.68 0.82  0.47
14 H 0.58 0.84 0.48  0.18
15 H 2.42 1.10 -0.86  0.21
16 H 0.93 -0.88 0.42  0.20
17 H -0.92 0.87 3.79  0.47
18 H -2.78 -0.59 -0.48  0.21
19 H 0.13 -2.66 -1.75  0.47
20 H -1.64 -1.77 0.07  0.21
21 H -0.58 -0.82 -1.76  0.17
22 H -1.80 -0.14 0.92  0.22
23 H 0.33 1.24 3.11  0.47

Most stable to least stable, the ends of the list are version Q and version P.

Version P
Density functional theory data (ωB97M-V/def2-TZVPD) for a cluster of 2 separate species, C7H16O in total.

Computed properties:
* HOMO: -9.71 eV
* HOMO-LUMO gap: 10.617 eV
* SMILES: C=CCCCCC.O

Last column: natural (NBO) charge in e.
Element x y z (Å)
1 O -0.92 -3.27 -1.38  -0.94
2 C 0.10 -0.04 -2.83  -0.42
3 C -0.22 -0.30 1.81  -0.41
4 C 1.14 0.81 -0.67  -0.46
5 C -0.99 0.53 0.80  -0.40
6 C -0.13 1.45 -0.08  -0.38
7 C 0.61 0.51 2.79  -0.61
8 C 0.77 -0.24 -1.71  -0.16
9 H -0.79 1.86 -0.83  0.21
10 H -1.61 -0.11 0.16  0.20
11 H 1.76 0.40 0.12  0.22
12 H 1.54 0.88 2.36  0.20
13 H 1.60 1.62 -1.22  0.22
14 H -0.41 -2.79 -2.05  0.47
15 H 0.39 -1.05 1.29  0.20
16 H -0.93 -0.93 2.36  0.21
17 H -1.75 1.15 1.29  0.20
18 H 0.17 2.31 0.52  0.20
19 H 0.82 -0.07 3.69  0.21
20 H 1.21 -1.20 -1.54  0.19
21 H -0.25 -0.83 -3.49  0.19
22 H -0.31 0.92 -3.13  0.19
23 H -1.84 -2.98 -1.46  0.47
24 H 0.06 1.37 3.17  0.20

Version Q
Density functional theory data (ωB97M-V/def2-TZVPD) for the molecule C7H16O.

Computed properties:
* HOMO: -8.79 eV
* HOMO-LUMO gap: 9.750 eV
* SMILES: CO[C@@H](C)CC(C)C

Last column: natural (NBO) charge in e.
Element x y z (Å)
1 O -1.12 -0.38 -2.15  -0.62
2 C -0.13 -0.34 1.60  -0.20
3 C 0.54 -1.70 1.77  -0.63
4 C -1.00 -0.06 0.11  -0.40
5 C 1.22 0.34 -1.17  -0.66
6 C -1.46 0.88 -2.66  -0.25
7 C 0.00 -0.49 -0.87  0.13
8 C 0.77 0.81 2.02  -0.62
9 H 1.05 1.40 -1.01  0.22
10 H -1.00 -0.32 2.26  0.20
11 H -0.10 -2.51 1.42  0.21
12 H -1.24 1.00 0.10  0.21
13 H 0.21 -1.56 -0.86  0.21
14 H 1.72 0.83 1.48  0.20
15 H -2.16 0.78 -3.50  0.19
16 H 0.75 -1.89 2.83  0.22
17 H 1.48 0.21 -2.23  0.24
18 H -0.59 1.43 -3.05  0.15
19 H 0.27 1.78 1.90  0.21
20 H 2.08 0.02 -0.57  0.22
21 H -1.96 1.52 -1.92  0.14
22 H 1.02 0.73 3.09  0.21
23 H 1.49 -1.76 1.24  0.20
24 H -1.86 -0.72 0.17  0.23

Version R
Density functional theory data (ωB97M-V/def2-TZVPD) for a cluster of 2 separate species, C7H16O in total.

Computed properties:
* HOMO: -8.42 eV
* HOMO-LUMO gap: 9.253 eV
* SMILES: CCC(C)=C(C)C.O

Last column: natural (NBO) charge in e.
Element x y z (Å)
1 O -0.25 3.34 0.09  -0.94
2 C -0.14 -0.51 -1.03  0.01
3 C 1.94 0.19 0.22  -0.65
4 C 0.14 -1.15 1.42  -0.44
5 C 0.62 -0.50 0.12  0.00
6 C -1.56 -1.05 -1.08  -0.66
7 C 0.42 -0.03 -2.42  -0.65
8 C -0.79 -0.18 2.21  -0.61
9 H 2.14 0.78 -0.69  0.22
10 H 0.45 2.85 0.58  0.47
11 H 1.51 -0.19 -2.42  0.21
12 H -1.25 0.63 1.62  0.20
13 H -2.12 -0.56 -1.89  0.22
14 H -0.46 -2.04 1.18  0.21
15 H 0.92 -1.45 2.14  0.21
16 H 2.71 -0.59 0.32  0.22
17 H -2.10 -0.92 -0.13  0.21
18 H -0.02 -0.63 -3.23  0.21
19 H -1.05 2.78 0.18  0.47
20 H -1.59 -0.82 2.62  0.21
21 H 0.22 1.04 -2.62  0.22
22 H -1.50 -2.13 -1.30  0.22
23 H -0.23 0.27 3.05  0.21
24 H 2.00 0.87 1.09  0.21

Most stable to least stable, the ends of the list are version R and version Q.